w | This record from OMol25 describes a single C23H27ClN4O molecule. The level of theory is the ωB97M-V functional and the def2-TZVPD basis.

**Frontier orbital gap**: 8.5 eV
**SMILES**: C=C(C)CNC(=O)[C@@H](c1cccn2ccnc12)N(CC(C)C)c1ccc(Cl)cc1
**2S+1**: 1

The geometry in XYZ format:
```
56
C23H27ClN4O | OMol25 | the ωB97M-V functional and the def2-TZVPD basis
C -5.1110 -0.6541 -2.9455
C -4.0685 -1.4482 -2.7457
C -4.1929 -2.9363 -2.6043
C -2.6710 -0.8881 -2.7920
N -1.8318 -1.0885 -1.6144
C -2.2369 -1.3757 -0.3685
O -3.3978 -1.5095 -0.0143
C -1.1521 -1.5304 0.7218
C 0.1914 -2.1872 0.4248
C 0.6080 -3.1830 1.2621
C 1.9101 -3.7501 1.1904
C 2.7925 -3.2926 0.2778
N 2.3962 -2.3046 -0.5832
C 3.0882 -1.6941 -1.6062
C 2.2045 -0.8193 -2.1688
N 1.0008 -0.8586 -1.5369
C 1.1233 -1.7519 -0.5678
N -1.0089 -0.2760 1.4820
C -0.6601 -0.4743 2.8840
C -1.7755 -1.1119 3.7137
C -3.0986 -0.3798 3.5272
C -1.3438 -1.1312 5.1772
C -0.3083 0.7723 0.8217
C 1.0289 1.0512 1.0919
C 1.7001 2.0457 0.3982
C 1.0262 2.7614 -0.5753
Cl 1.8711 3.9915 -1.4730
C -0.3134 2.5254 -0.8358
C -0.9787 1.5412 -0.1249
H -4.9934 0.4167 -3.0576
H -6.1179 -1.0499 -2.9844
H -3.7892 -3.2669 -1.6476
H -5.2350 -3.2477 -2.6603
H -3.6368 -3.4435 -3.3983
H -2.1412 -1.3501 -3.6311
H -2.7325 0.1839 -3.0051
H -0.8389 -0.9006 -1.7502
H -1.6559 -2.2157 1.3999
H -0.0717 -3.5435 2.0248
H 2.2063 -4.5333 1.8722
H 3.8048 -3.6515 0.1671
H 4.1092 -1.9445 -1.8314
H 2.3779 -0.1589 -3.0026
H 0.2634 -1.0629 3.0115
H -0.4608 0.5178 3.2977
H -1.9114 -2.1529 3.3987
H -2.9838 0.6781 3.7811
H -3.4461 -0.4466 2.4969
H -3.8649 -0.8013 4.1804
H -1.2371 -0.1123 5.5586
H -2.0840 -1.6411 5.7948
H -0.3863 -1.6405 5.3089
H 1.5617 0.4725 1.8363
H 2.7418 2.2555 0.5991
H -0.8308 3.1182 -1.5777
H -2.0317 1.3601 -0.2969
```

These are the Löwdin partial charges, in e, on atoms 1 to 5: C 0.047; C -0.369; C -0.057; C -0.133; N 0.100

x | This record from OMol25 describes a single C23H27ClN4O molecule. The level of theory is the ωB97M-V functional and the def2-TZVPD basis.

**Frontier orbital gap**: 8.7 eV
**SMILES**: C=C(C)CNC(=O)[C@@H](c1cccn2ccnc12)N(CC(C)C)c1ccc(Cl)cc1
**2S+1**: 1

The geometry in XYZ format:
```
56
C23H27ClN4O | OMol25 | the ωB97M-V functional and the def2-TZVPD basis
C 0.8794 3.6056 -3.4671
C 0.3011 2.4121 -3.5032
C -1.1576 2.2170 -3.7967
C 1.0919 1.1559 -3.2459
N 0.7808 0.6246 -1.9277
C 0.8441 -0.6975 -1.6789
O 1.0043 -1.5448 -2.5449
C 0.6526 -1.1749 -0.2259
C 1.6615 -0.7202 0.8180
C 2.2903 -1.6695 1.5714
C 3.1460 -1.3360 2.6578
C 3.3496 -0.0415 2.9806
N 2.7411 0.9293 2.2312
C 2.7886 2.3006 2.3517
C 2.0159 2.7793 1.3331
N 1.4922 1.7666 0.5915
C 1.9262 0.6461 1.1443
N -0.7555 -1.0708 0.2150
C -1.2097 -2.2849 0.8943
C -1.5411 -3.4130 -0.0819
C -2.6851 -3.0125 -1.0051
C -1.8740 -4.6799 0.6992
C -1.1342 0.1470 0.8596
C -0.9630 0.3365 2.2295
C -1.2793 1.5481 2.8214
C -1.7754 2.5739 2.0330
Cl -2.1419 4.1102 2.7649
C -1.9920 2.3944 0.6786
C -1.6783 1.1738 0.1018
H 1.9393 3.7092 -3.2677
H 0.3148 4.5139 -3.6393
H -1.6189 1.5659 -3.0521
H -1.6958 3.1635 -3.8189
H -1.2839 1.7236 -4.7638
H 0.8480 0.3822 -3.9743
H 2.1629 1.3633 -3.3292
H 0.8483 1.2616 -1.1341
H 0.8327 -2.2411 -0.3429
H 2.1249 -2.7148 1.3427
H 3.6262 -2.1109 3.2364
H 3.9684 0.2974 3.7980
H 3.3573 2.7850 3.1248
H 1.8088 3.8104 1.0973
H -0.4752 -2.6390 1.6359
H -2.1174 -2.0323 1.4482
H -0.6603 -3.6112 -0.7021
H -3.5971 -2.8340 -0.4275
H -2.4421 -2.1012 -1.5506
H -2.8949 -3.8009 -1.7295
H -2.7462 -4.5199 1.3393
H -2.1057 -5.5049 0.0246
H -1.0431 -4.9895 1.3369
H -0.5566 -0.4642 2.8365
H -1.1346 1.7042 3.8817
H -2.4003 3.2003 0.0843
H -1.8374 1.0080 -0.9540
```

These are the Löwdin partial charges, in e, on atoms 1 to 5: C 0.047; C -0.357; C -0.055; C -0.144; N 0.094

Which structure is most stable? x, by 0.0064 hartree over the runner-up.

w | This record from OMol25 describes 2 unconnected molecules or ions with the total composition C3H10N3. The level of theory is the ωB97M-V functional and the def2-TZVPD basis.

**Frontier orbital gap (alpha / beta)**: 7.8 / 7.8 eV
**Charge**: +1
**2S+1**: 1

The geometry in XYZ format:
```
16
C3H10N3 | OMol25 | the ωB97M-V functional and the def2-TZVPD basis
C -1.2203 -0.0388 -0.1245
C -1.7006 1.1466 -0.9461
C 0.5257 -1.6076 0.4956
N -2.0451 -0.9810 0.1409
N -0.0402 -0.3011 0.3677
N 1.4735 0.8261 -0.2181
H -2.8031 1.2461 -0.9683
H -1.2892 1.9958 -0.3984
H -1.3473 1.0101 -1.9863
H 0.0055 -2.3493 -0.1573
H 1.5587 -1.4311 0.1528
H 0.4803 -2.0167 1.5370
H -1.8089 -1.7038 0.8897
H 2.4167 0.5529 -0.2896
H 1.2943 1.6494 0.3354
H 1.3189 1.0310 -1.2178
```

These are the Löwdin partial charges, in e, on atoms 1 to 5: C -0.521; C 0.013; C -0.070; N 0.212; N 0.066

x | This record from OMol25 describes a molecular structure, C3H10N3. The level of theory is the ωB97M-V functional and the def2-TZVPD basis.

**Frontier orbital gap**: 10.8 eV
**Charge**: +1
**2S+1**: 1

The geometry in XYZ format:
```
16
C3H10N3 | OMol25 | the ωB97M-V functional and the def2-TZVPD basis
C -1.0815 -0.2847 0.8125
C 0.9824 -0.6534 0.5563
C 0.1328 0.5523 1.0199
N -0.1395 -1.3574 -0.1104
N -0.3430 -0.7953 -1.4034
N 0.2443 1.4299 -0.1956
H -1.2746 -0.8435 1.6921
H -1.7703 0.1707 0.1672
H 1.8228 -0.1967 -0.0409
H 1.4107 -1.2992 1.4315
H 0.3497 1.1238 1.8492
H 0.4688 -1.0933 -2.0661
H -1.1986 -1.2814 -1.8981
H -0.5328 2.0677 -0.2879
H -0.0559 0.4416 -1.2546
H 0.9846 2.0188 -0.2719
```

These are the Löwdin partial charges, in e, on atoms 1 to 5: C 0.016; C -0.146; C -0.273; N -0.082; N 0.003

Which structure is most stable? x, by 0.0263 hartree over the runner-up.

w | This record from OMol25 describes a gas-phase ion, C3H10N3 (charge +1). The level of theory is the ωB97M-V functional and the def2-TZVPD basis.

**Frontier orbital gap**: 9.9 eV
**Charge**: +1
**SMILES**: CCNC(N)=[NH2+]
**2S+1**: 1

The geometry in XYZ format:
```
16
C3H10N3 | OMol25 | the ωB97M-V functional and the def2-TZVPD basis
C -2.1579 0.9915 -1.1234
C -0.9778 -0.0962 -1.2196
N -0.0525 0.3765 -0.2380
C 0.8656 -0.2571 0.5629
N 2.1958 -0.4031 0.3298
N 0.3735 -0.6715 1.7949
H -2.0330 1.7728 -1.7389
H -2.6673 1.0939 -0.1993
H -3.0314 0.5374 -1.7960
H -1.3171 -1.1352 -1.0511
H -0.7026 -0.1238 -2.2804
H -0.0608 1.3971 -0.2284
H 2.4408 -0.2855 -0.7157
H 2.9440 -0.6057 0.9656
H 0.9912 -1.0878 2.4661
H -0.5604 -0.5057 2.0515
```

These are the Löwdin partial charges, in e, on atoms 1 to 5: C -0.058; C -0.214; N -0.005; C -0.325; N 0.215

x | This record from OMol25 describes 2 unconnected molecules or ions with the total composition C3H10N3. The level of theory is the ωB97M-V functional and the def2-TZVPD basis.

**Frontier orbital gap**: 9.7 eV
**Charge**: +1
**2S+1**: 1

The geometry in XYZ format:
```
16
C3H10N3 | OMol25 | the ωB97M-V functional and the def2-TZVPD basis
C -0.6863 0.0510 0.3495
C 2.2292 -0.0684 0.2031
C -3.2283 0.0966 0.2592
N -1.7784 0.3486 -0.3215
N 2.8362 1.0393 0.0340
N 2.7398 -1.2314 -0.0202
H -1.0335 -0.4572 1.2446
H 1.0847 -0.0438 0.5234
H -3.8754 -0.1492 -0.5341
H -3.0916 -0.6552 0.9277
H -3.7440 0.8979 0.7459
H 2.4059 1.8902 0.1361
H -1.7728 0.7568 -1.2517
H 2.2197 -2.1028 -0.0456
H 3.5110 -1.1443 -0.6986
H 3.8771 1.1425 -0.3244
```

These are the Löwdin partial charges, in e, on atoms 1 to 5: C 0.017; C -0.288; C 0.009; N -0.080; N 0.181

y | This record from OMol25 describes 2 unconnected molecules or ions with the total composition C3H10N3. The level of theory is the ωB97M-V functional and the def2-TZVPD basis.

**Frontier orbital gap**: 5.4 eV
**Charge**: +1
**2S+1**: 1

The geometry in XYZ format:
```
16
C3H10N3 | OMol25 | the ωB97M-V functional and the def2-TZVPD basis
C 1.5864 1.2717 0.3874
C 2.3708 -0.0488 0.1263
N 1.6035 -0.7922 -0.7658
C -1.8637 -0.1262 -0.3735
N -3.0931 0.0998 0.2783
N -0.8269 -0.5037 0.2756
H 0.8287 1.0703 1.1343
H 1.1296 1.7305 -0.5624
H 2.1777 2.2006 0.7657
H 3.4834 0.1372 -0.2332
H 2.5109 -0.4840 1.1233
H 1.9721 -1.7395 -0.6698
H -4.0140 -0.0681 -0.0803
H -3.0840 -0.2782 1.2231
H 0.5662 -0.8402 -0.4065
H -1.9162 0.0631 -1.6518
```

These are the Löwdin partial charges, in e, on atoms 1 to 5: C -0.120; C -0.319; N 0.082; C -0.224; N 0.126

Which structure is most stable? w, by 0.0586 hartree over the runner-up.

w | This record from OMol25 describes a single C6H12N2O2 molecule. The level of theory is the ωB97M-V functional and the def2-TZVPD basis.

**Frontier orbital gap (alpha / beta)**: 6.7 / 6.7 eV
**2S+1**: 1

The geometry in XYZ format:
```
22
C6H12N2O2 | OMol25 | the ωB97M-V functional and the def2-TZVPD basis
C -0.6075 0.6366 0.6137
C -1.1441 0.6699 -1.8527
C -0.6480 -0.8006 1.3209
C -1.8941 -1.6641 1.1254
C 0.4901 -1.6851 0.7892
C 1.1757 1.3576 -1.1140
N -0.1554 0.7773 -0.8118
N -2.4388 -1.5410 -0.0873
O -1.9632 -0.4074 -1.5898
O -3.3699 -2.1326 -0.6067
H -1.5851 1.1313 0.6323
H 0.0544 1.2222 1.3001
H -0.5173 0.6016 -2.7166
H -1.8258 1.5302 -1.8988
H -0.6023 -0.5455 2.3765
H -2.2204 -2.3106 1.8813
H 0.4420 -1.9140 -0.3825
H 0.6733 -2.5379 1.2933
H 1.4632 -1.1587 1.0830
H 1.4956 1.8961 -0.1861
H 1.9797 0.5797 -1.4765
H 1.2175 2.0829 -1.9643
```

These are the Löwdin partial charges, in e, on atoms 1 to 5: C -0.124; C -0.312; C -0.311; C 0.002; C -0.077

x | This record from OMol25 describes 2 unconnected molecules or ions with the total composition C6H12N2O2. The level of theory is the ωB97M-V functional and the def2-TZVPD basis.

**Frontier orbital gap**: 9.3 eV
**SMILES**: N#CCOC=O.CC(C)N
**2S+1**: 1

The geometry in XYZ format:
```
22
C6H12N2O2 | OMol25 | the ωB97M-V functional and the def2-TZVPD basis
N 0.2604 2.0308 -0.4244
C -0.8481 1.6896 -0.2434
C -2.1595 1.0217 -0.0745
O -1.9570 -0.3742 -0.2265
C -3.0552 -1.1489 -0.0438
O -4.1239 -0.7918 0.4078
H -2.8523 1.4096 -0.8462
H -2.5506 1.2637 0.9132
H -2.8326 -2.1812 -0.3394
C 4.0037 -0.3325 -0.4746
C 2.7937 -0.6847 0.3691
C 1.6317 -1.2171 -0.4602
N 2.2881 0.4154 1.1570
H 4.8100 0.0566 0.1489
H 3.7731 0.4373 -1.2082
H 4.3920 -1.2114 -1.0110
H 3.1159 -1.4726 1.0678
H 0.9478 -1.7870 0.1854
H 1.9319 -1.8619 -1.3012
H 1.1005 -0.3795 -0.8961
H 1.7560 1.0662 0.6040
H 3.0189 0.8966 1.6682
```

These are the Löwdin partial charges, in e, on atoms 1 to 5: N 0.170; C -0.114; C -0.156; O -0.029; C -0.304

y | This record from OMol25 describes a single C6H12N2O2 molecule. The level of theory is the ωB97M-V functional and the def2-TZVPD basis.

**Frontier orbital gap**: 9.5 eV
**SMILES**: [H]/N=N/[C@@H](O)C(=O)C(C)(C)C
**2S+1**: 1

The geometry in XYZ format:
```
22
C6H12N2O2 | OMol25 | the ωB97M-V functional and the def2-TZVPD basis
H -3.3501 2.0096 0.3424
N -3.0258 1.1189 -0.0462
N -2.4759 0.4381 0.8460
C -2.0542 -0.8877 0.3485
O -2.5074 -1.1405 -0.9461
C -0.5049 -1.4675 0.2636
O -0.3511 -2.6380 0.3724
C 0.5432 -0.4044 0.0153
C 0.2162 0.3143 -1.3012
C 1.9246 -1.0585 -0.0651
C 0.5135 0.5948 1.1791
H -2.5251 -1.5771 1.0688
H -2.9801 -0.3276 -1.2191
H 0.0629 -0.4025 -2.1039
H -0.6814 0.9193 -1.2045
H 1.0442 0.9670 -1.5703
H 2.6940 -0.2898 -0.0814
H 2.0115 -1.6612 -0.9657
H 2.0917 -1.7027 0.7937
H -0.4991 0.9496 1.3668
H 0.8863 0.1331 2.0909
H 1.1386 1.4511 0.9367
```

These are the Löwdin partial charges, in e, on atoms 1 to 5: H 0.083; N 0.072; N -0.005; C -0.319; O -0.031

z | This record from OMol25 describes a single C6H12N2O2 molecule. The level of theory is the ωB97M-V functional and the def2-TZVPD basis.

**Frontier orbital gap**: 10.0 eV
**SMILES**: [H]/N=C(\N)C(C)(C)C(=O)OC
**2S+1**: 1

The geometry in XYZ format:
```
22
C6H12N2O2 | OMol25 | the ωB97M-V functional and the def2-TZVPD basis
H 0.9659 -0.0368 2.7164
N 0.8046 0.4276 1.8215
C 0.3201 -0.4097 0.9731
N 0.2949 -1.7580 1.2540
C -0.7828 0.1352 -0.1765
C -0.8034 1.6664 -0.2245
C -2.2001 -0.4006 0.0612
C -0.1619 -0.4425 -1.4015
O -0.6613 -1.2054 -2.1979
O 1.2667 -0.5262 -1.1779
C 2.2871 0.4448 -0.9105
H -0.0768 -2.3584 0.5240
H 1.1656 -2.1206 1.6275
H -1.7646 2.0312 -0.6048
H -0.6663 2.1230 0.7591
H -0.0246 2.0636 -0.8793
H -2.5851 -0.0260 1.0161
H -2.2296 -1.4941 0.0971
H -2.8829 -0.1015 -0.7428
H 1.9262 1.4303 -0.6212
H 2.9000 0.0307 -0.1070
H 2.9083 0.5269 -1.8063
```

These are the Löwdin partial charges, in e, on atoms 1 to 5: H 0.056; N 0.115; C -0.414; N 0.129; C -0.367

Which structure is most stable? x, by 0.0172 hartree over the runner-up.